DFT (ωB97M-V/def2-TZVPD) results for a cluster of 2 separate species, C2H6N3 in total in a non-equilibrium geometry.

Structure (ORCA input):
```
! RIJCOSX wB97M-V def2-TZVPD def2/J DEFGRID3
* xyz 1 1
H 1.3882 -0.9087 0.8863
H 1.6789 -0.7083 -0.9066
C 0.1528 0.6837 -0.1084
H 0.0294 1.3938 0.6398
N -0.9689 -0.3486 0.0054
H -0.6281 -1.7423 0.6253
N -3.2480 0.0846 -0.1700
N -2.1655 -0.1388 -0.0297
H 0.0374 1.3194 -1.0120
C 1.4243 -0.1269 -0.0363
H 2.2995 0.4922 0.1061
*
```

E_LUMO (Eh): -0.257
E (eV): -6629.1865
Relative energy (zero: lowest compared OMol25 entry of this formula, charge and spin) (kcal per mole): 136.1
Gap between HOMO and LUMO (hartree): 0.3461
HOMO level (eV): -16.41
Maximum force (eV Å⁻¹): 6.4